(1)
Here is a single C18H26N4O6S molecule from the OMol25 dataset. Energies are from the ωB97M-V functional and the def2-TZVPD basis.

Each line ends with the natural charge from an NBO analysis.
Geometry (Å):
C (0.8259, 2.0098, -2.1893)  -0.415
N (0.6176, 0.5761, -2.3566)  -0.447
C (1.6632, -0.2564, -2.9390)  -0.214
C (2.5179, -0.9781, -1.8985)  -0.407
C (3.4439, -0.0444, -1.1266)  -0.233
N (3.9799, -0.6778, 0.0757)  -0.628
C (4.0017, -0.0869, 1.3209)  0.660
O (4.9529, -0.2041, 2.0662)  -0.583
C (2.8070, 0.6936, 1.7304)  -0.388
C (2.8209, 1.6702, 2.6797)  0.025
N (1.6211, 2.2745, 2.9307)  -0.414
C (0.6947, 1.7588, 2.1866)  0.050
C (-0.7097, 2.2729, 2.1164)  0.328
O (-0.7882, 3.2330, 1.0878)  -0.524
C (-2.0900, 3.1195, 0.4961)  -0.101
C (-2.6980, 1.8753, 1.1482)  -0.114
O (-1.5733, 1.2317, 1.7583)  -0.530
S (1.2017, 0.4938, 1.1403)  0.441
C (-0.6121, 0.1023, -2.0175)  0.691
O (-1.4692, 0.8447, -1.5656)  -0.642
C (-0.9033, -1.3686, -2.2739)  -0.509
C (-2.1711, -1.8478, -1.5855)  -0.220
N (-2.0896, -1.8785, -0.1315)  -0.438
C (-1.0051, -2.6327, 0.4797)  -0.222
C (-1.0040, -2.4627, 1.9830)  -0.085
O (-2.2839, -2.7589, 2.4993)  -0.515
C (-3.1937, -1.7690, 2.0713)  -0.167
C (-3.1924, -1.5051, 0.5749)  0.667
O (-4.1584, -0.9568, 0.0702)  -0.636
H (0.1245, 2.5753, -2.8052)  0.212
H (0.6716, 2.3096, -1.1516)  0.227
H (1.8419, 2.2569, -2.4895)  0.197
H (1.2163, -0.9831, -3.6170)  0.210
H (2.2895, 0.3871, -3.5605)  0.207
H (1.8645, -1.4774, -1.1793)  0.205
H (3.1053, -1.7607, -2.3873)  0.210
H (4.2695, 0.2822, -1.7661)  0.197
H (2.9063, 0.8553, -0.8332)  0.215
H (4.8346, -1.1989, -0.0657)  0.400
H (3.7074, 1.9723, 3.2165)  0.229
H (-0.9912, 2.7193, 3.0805)  0.165
H (-2.6691, 4.0202, 0.7071)  0.177
H (-1.9629, 2.9897, -0.5754)  0.212
H (-3.4281, 2.1360, 1.9204)  0.170
H (-3.1386, 1.1882, 0.4329)  0.243
H (-1.0468, -1.4899, -3.3526)  0.239
H (-0.0491, -1.9955, -2.0193)  0.214
H (-3.0001, -1.1927, -1.8362)  0.265
H (-2.4045, -2.8544, -1.9526)  0.188
H (-1.0939, -3.6950, 0.2210)  0.189
H (-0.0482, -2.2718, 0.0930)  0.192
H (-0.2955, -3.1541, 2.4369)  0.202
H (-0.7203, -1.4372, 2.2475)  0.183
H (-4.1961, -2.0976, 2.3346)  0.221
H (-2.9935, -0.8119, 2.5692)  0.201

Calculated values
frontier orbital gap	0.3503	Ha
SMILES	CN(CCCNC(=O)c1cnc(C2OCCO2)s1)C(=O)CCN1CCOCC1=O
charge	0
E_LUMO	0.19	eV


(2)
Here is a 2-piece molecular cluster, C4H9N2 overall from the OMol25 dataset. Energies are from the ωB97M-V functional and the def2-TZVPD basis.

Each line ends with the natural charge from an NBO analysis.
Geometry (Å):
C (0.3772, 0.0759, -0.0536)  0.669
C (-2.5892, -1.3289, 0.8642)  0.000
C (1.1795, -1.0656, 0.2603)  -0.750
C (1.4832, 2.2346, -0.8644)  -0.414
N (0.6439, 1.2039, -0.3554)  -0.201
N (-2.1764, -0.2498, 0.3004)  -0.641
H (-3.1022, -2.0853, 0.2194)  0.172
H (-2.5485, -1.5082, 1.9104)  0.188
H (1.1396, -1.7222, -0.5320)  0.281
H (0.8749, -1.6546, 1.1083)  0.290
H (2.1759, -0.8520, 0.6319)  0.287
H (1.6816, 1.9732, -1.8215)  0.245
H (0.9431, 3.1307, -0.6324)  0.262
H (2.4188, 2.0934, -0.3063)  0.253
H (-2.5014, -0.2451, -0.7294)  0.357

Calculated values
frontier orbital gap (alpha / beta)	0.3193 / 0.3193	Ha
charge	+1
E_LUMO (alpha / beta)	-5.48 / -5.48	eV


(3)
Here is Br2OS2 as an isolated structure from the OMol25 dataset. Energies are from the ωB97M-V functional and the def2-TZVPD basis.

Each line ends with the natural charge from an NBO analysis.
Geometry (Å):
O (-0.5552, -1.1696, 0.5744)  -0.811
S (-1.2445, -0.0474, -0.0432)  0.881
S (1.8944, -1.0574, -0.4454)  0.064
Br (-1.2481, 1.6511, 1.3612)  -0.181
Br (1.1533, 0.6233, -1.4470)  0.048

Calculated values
frontier orbital gap (alpha / beta)	0.2841 / 0.2380	Ha
2S+1	3
charge	0
E_LUMO (alpha / beta)	-0.36 / -2.71	eV


(4)
Here is C30H28N3O4SiSn as an isolated structure from the OMol25 dataset. Energies are from the ωB97M-V functional and the def2-TZVPD basis.

Each line ends with the natural charge from an NBO analysis.
Geometry (Å):
Sn (-0.1980, -0.5254, 0.3703)  1.572
O (-1.4320, 1.0392, 0.2547)  -0.990
C (-2.2900, 2.0329, 0.0624)  0.363
C (-2.9747, 2.1819, -1.1461)  -0.266
C (-3.8554, 3.2297, -1.3252)  -0.157
C (-4.0978, 4.1494, -0.3042)  -0.242
C (-3.4402, 4.0057, 0.8969)  -0.168
C (-2.5266, 2.9641, 1.0930)  -0.124
C (-1.7904, 2.8888, 2.3378)  0.080
N (-0.9036, 2.0071, 2.5570)  -0.021
N (-0.0283, 1.7983, 3.4683)  -0.260
C (0.7477, 0.7150, 3.4360)  0.612
O (0.6453, -0.1855, 2.5571)  -0.792
C (1.7861, 0.6173, 4.4868)  -0.092
C (1.8469, 1.5369, 5.5319)  -0.173
C (2.8503, 1.4368, 6.4791)  -0.213
C (3.8050, 0.4322, 6.3768)  -0.171
C (3.7476, -0.4831, 5.3355)  -0.215
C (2.7377, -0.3928, 4.3910)  -0.176
H (-2.7956, 1.4555, -1.9292)  0.220
H (-4.3664, 3.3378, -2.2734)  0.224
H (-4.7915, 4.9642, -0.4544)  0.229
H (-3.6252, 4.6999, 1.7083)  0.220
H (-1.9840, 3.6261, 3.1170)  0.221
H (1.1114, 2.3284, 5.5913)  0.227
H (2.8970, 2.1481, 7.2927)  0.226
H (4.5952, 0.3651, 7.1130)  0.225
H (4.4944, -1.2614, 5.2530)  0.224
H (2.6785, -1.0959, 3.5715)  0.227
C (2.8317, 1.6242, -3.0077)  -1.133
Si (2.7164, 0.5106, -1.5272)  1.775
C (4.3188, -0.3383, -1.1323)  -1.135
C (2.2368, 1.5444, -0.0442)  -1.159
N (1.3816, -0.6496, -1.6953)  -0.903
C (1.2084, -1.5258, -2.6654)  0.110
C (2.1670, -1.7697, -3.7098)  -0.179
C (1.9328, -2.6720, -4.7051)  -0.221
C (0.7325, -3.4037, -4.7270)  -0.113
C (-0.2291, -3.2253, -3.7413)  -0.310
C (-0.0038, -2.3167, -2.7308)  0.409
O (-0.8634, -2.1312, -1.6967)  -0.551
C (-2.2277, -2.4345, -1.8227)  0.332
C (-2.7950, -3.1932, -0.8200)  -0.280
C (-4.1641, -3.4272, -0.8551)  -0.181
C (-4.9377, -2.8960, -1.8765)  -0.210
C (-4.3431, -2.1304, -2.8720)  -0.172
C (-2.9769, -1.8946, -2.8530)  -0.296
H (3.6059, 2.3750, -2.8340)  0.255
H (1.8866, 2.1477, -3.1686)  0.250
H (3.0803, 1.0959, -3.9291)  0.244
H (5.0488, 0.4085, -0.8111)  0.254
H (4.7469, -0.8799, -1.9776)  0.245
H (4.1859, -1.0484, -0.3128)  0.248
H (2.8841, 2.4216, 0.0254)  0.268
H (2.3486, 0.9930, 0.8954)  0.247
H (1.2087, 1.9227, -0.1076)  0.239
H (3.0948, -1.2142, -3.6901)  0.221
H (2.6759, -2.8328, -5.4739)  0.235
H (0.5562, -4.1261, -5.5123)  0.231
H (-1.1434, -3.8026, -3.7527)  0.245
H (-2.1727, -3.6025, -0.0347)  0.235
H (-4.6240, -4.0279, -0.0821)  0.229
H (-6.0035, -3.0777, -1.8963)  0.230
H (-4.9441, -1.7057, -3.6648)  0.227
H (-2.5014, -1.2956, -3.6195)  0.232
O (-1.9963, -1.6485, 3.8348)  -0.459
C (-1.7656, -1.7901, 2.7452)  0.532

Calculated values
frontier orbital gap (alpha / beta)	0.2345 / 0.2260	Ha
charge	+1
E_LUMO (alpha / beta)	-4.30 / -4.65	eV


Number 1: electronic energy -48169.036 eV. Number 2: electronic energy -7263.765 eV. Number 3: electronic energy -163800.301 eV. Number 4: electronic energy -57926.966 eV.